# 1
A molecular structure, C18H39Cl2GeMnN4O3. Source: the Open Molecules 2025 dataset; level of theory: wB97M-V/def2-TZVPD.

CARTESIAN COORDINATES (ANGSTROEM)
Ge -2.1083 1.3249 -0.6855
Mn -0.2401 0.0265 1.0689
Cl 1.3089 0.8322 3.1016
Cl 0.1931 -1.8335 2.8298
O -0.4489 1.8188 -0.1035
O -1.7228 0.5652 1.8233
O -1.2945 -0.3383 -0.6526
N 1.4442 -0.4098 0.0703
N 2.5156 -0.9456 0.7185
N 3.0689 -0.5946 -1.2894
N 3.4869 -1.0588 -0.0913
C -2.6807 0.6398 2.9568
C 0.0575 3.2147 -0.1088
C -2.8915 -0.7176 3.6012
C -0.7143 -2.5699 -1.3147
C 0.8410 3.3979 -1.3951
C 3.9308 -1.9432 -3.2221
C 3.9594 -0.6145 -2.4809
C -2.4650 -1.2821 -2.5455
C -2.1261 1.6424 3.9438
C -1.8703 -1.5995 -1.1850
C -1.1275 4.1652 -0.0397
C 4.5289 -3.0819 -2.4049
C 2.5303 -2.2807 -3.7201
C 1.4312 -0.8502 3.6649
C 1.8223 -0.1853 -1.1715
C -3.9559 1.1488 2.3122
C 0.9467 3.3823 1.1014
C -2.9158 -2.1168 -0.2199
H -3.7868 2.0983 1.7994
H -1.9937 2.6218 3.4806
H 4.5599 -3.9918 -3.0034
H -4.3645 0.4217 1.6072
H -2.8086 -2.2004 -3.0219
H -1.7583 4.1106 -0.9302
H 1.7031 2.7277 -1.4240
H -2.1227 -0.9441 4.3393
H -1.0838 -3.5489 -1.6197
H 3.9316 -3.2997 -1.5156
H -3.7063 -1.3830 -0.0496
H 4.5737 -1.7619 -4.0889
H 1.7860 2.6838 1.0696
H -2.8153 1.7523 4.7822
H -4.7124 1.3246 3.0780
H -3.8528 -0.7343 4.1142
H -3.3316 -0.6211 -2.4718
H 5.5461 -2.8607 -2.0803
H 0.0023 -2.2316 -2.0649
H 1.2160 4.4191 -1.4664
H 4.9509 -0.3698 -2.1064
H 1.2167 -0.8834 4.7262
H -1.7209 -0.8237 -3.1998
H 2.4058 -1.2384 3.3985
H 1.3629 4.3895 1.1215
H 1.8700 -2.5363 -2.8846
H -2.4682 -2.3749 0.7405
H 1.2180 0.2376 -1.9554
H -0.7722 5.1935 0.0274
H -3.3809 -3.0180 -0.6202
H 3.6118 0.2014 -3.1145
H -1.7396 3.9653 0.8432
H 0.3757 3.2448 2.0224
H -2.9097 -1.5091 2.8556
H 2.5585 -3.1524 -4.3725
H -1.1693 1.3083 4.3458
H -0.1921 -2.7032 -0.3625
H 2.0800 -1.4626 -4.2894
H 0.2167 3.2127 -2.2720

Forces on atoms 1 to 6 (eV/Å):
-0.45 0.16 0.08
-0.27 0.34 0.06
0.00 -0.19 -0.04
0.07 0.01 -0.18
0.59 0.47 -0.01
-0.45 -0.03 0.08

Kohn-Sham gap (spin up / spin down)	7.6 / 9.3	eV
lowest unoccupied orbital energy (spin up / spin down)	-8.298 / -6.805	eV
HOMO energy (spin up / spin down)	-0.585 / -0.591	Ha
total charge	+2
energy	-5301.81071	Eh
2S+1	5

These are the natural (NBO) partial charges, in e, on atoms 1 to 4:
1 Ge 1.4893
2 Mn 1.4961
3 Cl 0.1042
4 Cl 0.0940


# 2
A molecular structure, C36H29N3P2S2V. Source: the Open Molecules 2025 dataset; level of theory: wB97M-V/def2-TZVPD.

CARTESIAN COORDINATES (ANGSTROEM)
V -0.3775 -0.6149 1.0775
S -0.3030 -2.9727 0.5750
S 0.2295 -1.1565 3.3842
P 1.8879 0.3461 0.4599
P -2.1158 1.6886 0.1261
N 0.9704 -4.0715 5.4871
N 0.3705 -6.2050 2.1669
N -0.2007 0.3586 -1.1692
C -3.5942 2.6326 -0.3910
C -3.2767 -1.2465 2.7106
C -5.9699 2.9726 -0.6122
C 2.6785 2.9807 1.2031
C 0.6076 -2.6678 -4.0368
C 4.2901 0.1155 -0.9677
C 1.4795 -1.6017 -3.9084
C 4.1317 2.0142 3.3656
C 2.7431 1.6112 1.4369
C 3.4705 1.1333 2.5297
C 0.2664 -5.0592 2.1828
C 0.1097 -0.6476 -2.1768
C -5.7498 4.2041 -1.2105
C 0.9304 1.2561 -0.8252
C -3.4267 -0.8691 -0.0464
C -4.8998 2.1870 -0.2059
C -2.7538 -0.0881 2.1369
C -4.4510 4.6594 -1.3913
C 1.2353 -0.5902 -2.9858
C 0.3468 -2.8957 3.2622
C 3.3410 3.8634 2.0476
C 4.0661 3.3819 3.1249
C 0.7035 -3.5617 4.4912
C 4.1073 -2.6537 -1.1443
C -2.7977 0.1068 0.7458
C 3.1329 -1.9402 -0.4587
C 5.2556 -0.5986 -1.6554
C -0.5190 -2.7253 -3.2255
C -3.3825 3.8830 -0.9729
C -0.7619 -1.7246 -2.3036
C -3.9386 -2.0131 0.5315
C -1.4215 1.1382 -1.4986
C 0.1348 -3.6271 2.1443
C -3.8584 -2.2069 1.9082
C 5.1624 -1.9837 -1.7452
C 3.2188 -0.5532 -0.3775
H 1.4603 1.6333 -1.7027
H 4.0374 -3.7315 -1.2066
H 4.6881 1.6382 4.2136
H -1.1876 2.0084 -2.1224
H 3.2919 4.9281 1.8605
H -6.5865 4.8118 -1.5285
H -6.9802 2.6161 -0.4591
H -2.1157 0.5094 -2.0510
H -2.3702 4.2548 -1.0922
H 4.3695 1.1942 -0.8806
H -4.3958 -2.7692 -0.0932
H -3.1948 -1.3967 3.7780
H 2.1266 3.3697 0.3565
H -1.6110 -1.8031 -1.6376
H -4.2403 -3.1172 2.3503
H 0.5050 2.1105 -0.2950
H 0.8096 -3.4567 -4.7486
H 1.9598 0.2048 -2.9048
H -5.0925 1.2297 0.2604
H 2.3706 -1.5500 -4.5202
H -1.1972 -3.5658 -3.2862
H -3.5169 -0.7316 -1.1165
H 2.2921 -2.4545 -0.0071
H -2.3086 0.6665 2.7765
H 6.0886 -0.0837 -2.1163
H 4.5766 4.0746 3.7809
H 5.9222 -2.5403 -2.2786
H -4.2699 5.6239 -1.8471
H 3.4971 0.0675 2.7283

Forces on atoms 1 to 6 (eV/Å):
0.56 -0.10 0.05
0.01 0.16 0.11
-0.08 0.01 -0.17
-0.03 -0.11 0.00
-0.21 -0.01 0.10
0.04 0.01 0.03

Kohn-Sham gap (spin up / spin down)	6.4 / 6.9	eV
lowest unoccupied orbital energy (spin up / spin down)	-0.262 / -0.209	eV
HOMO energy (spin up / spin down)	-0.245 / -0.260	Ha
energy	-3976.59890	Eh
2S+1	4

These are the natural (NBO) partial charges, in e, on atoms 1 to 4:
1 V 0.7360
2 S -0.3067
3 S -0.2738
4 P 0.8459


# 3
A molecular structure, C39H32IrN3O5PSSe. Source: the Open Molecules 2025 dataset; level of theory: wB97M-V/def2-TZVPD.

CARTESIAN COORDINATES (ANGSTROEM)
Ir -0.7999 0.3651 -0.9982
Se 0.0505 2.5810 -1.6158
S 0.0778 -3.8807 -0.9941
P 1.0183 -0.7614 0.4559
O -0.8184 -2.7791 -0.7883
O -1.4077 0.4597 1.0764
O 1.1110 -0.0120 -2.4037
O 0.1017 -4.3191 -2.4987
O -0.1369 -5.0951 -0.2756
N -2.4724 5.7280 0.8189
N -1.6532 -0.4531 -2.8419
N -2.9190 1.2360 -1.1535
C 4.0059 -4.2006 -0.6275
C 1.7443 -3.3623 -0.6655
C -2.9554 2.0629 3.8915
C 3.4866 -2.0320 0.2524
C 1.8240 1.4957 1.8181
C 3.7396 2.2567 -0.0319
C 0.4194 -3.3787 -3.6877
C 0.6203 -1.4130 2.1158
C 2.1310 -2.1547 -0.0795
C 1.5388 -1.3637 3.1612
C -0.9869 3.8468 0.7706
C 3.0826 1.0472 -0.1778
C 2.1299 0.6449 0.7565
C 1.2320 -1.9256 4.3915
C 0.1619 -1.9667 -3.3735
C -1.1806 -1.5452 -3.3549
C -2.4531 5.7200 -0.5112
C -1.7430 4.8016 1.4320
C 3.4415 3.0909 1.0359
C -3.3487 1.8763 1.1459
C 0.0113 -2.5564 4.5800
C 1.8099 -3.6954 -4.0990
C 2.8203 -2.7812 -3.9500
C 4.4125 -3.0221 -0.0217
C -4.0169 2.7610 3.3032
C -0.9763 3.8420 -0.6192
C 2.6696 -4.3680 -0.9269
C -2.1055 1.2892 3.1388
C 1.2330 -1.1184 -3.0094
C -3.3655 1.2146 -2.5341
C -3.6287 1.8188 -0.2662
C 2.4796 2.7097 1.9578
C -0.6022 -2.0508 2.3097
C -3.0714 -0.1780 -3.0634
C -4.2038 2.6495 1.9461
C -0.8999 -2.6238 3.5357
C -1.7307 4.8141 -1.2714
C 2.5793 -1.5303 -3.3994
C -2.2624 1.1828 1.7369
H -3.3148 -0.2461 -4.1272
H -3.0505 6.4812 -1.0015
H 5.4477 -2.8743 0.2559
H 3.3750 -0.8170 -3.2426
H 2.2258 3.3622 2.7830
H -3.6797 -0.9090 -2.5182
H 2.0047 -4.6824 -4.4947
H -5.0187 3.1787 1.4653
H -1.7722 4.8066 2.5163
H 1.0528 1.2209 2.5265
H 4.4739 2.5585 -0.7673
H 3.9471 4.0414 1.1400
H -4.5490 2.3227 -0.5857
H -0.2291 -2.9956 5.5395
H 3.8268 -3.0455 -4.2492
H -0.3032 -3.7895 -4.3968
H -1.7581 4.8646 -2.3517
H -0.4244 3.1126 1.3282
H -4.4304 1.4557 -2.6189
H -2.8012 2.1283 4.9618
H -2.7859 1.9515 -3.0993
H 1.9506 -1.8733 5.1992
H -4.6765 3.3704 3.9036
H -1.2909 0.7393 3.5936
H 3.2870 0.4298 -1.0396
H 3.8292 -1.1362 0.7493
H 2.4995 -0.8841 3.0220
H -1.3233 -2.0858 1.5069
H -1.8526 -3.1173 3.6753
H 4.7143 -4.9888 -0.8417
H -1.8882 -2.2106 -3.8643
H 2.3208 -5.2959 -1.3583

Forces on atoms 1 to 6 (eV/Å):
0.09 0.58 -0.10
0.24 0.10 0.02
-0.06 0.06 0.02
-0.17 -0.42 -0.14
0.02 -0.04 0.03
0.01 -0.06 0.02

Kohn-Sham gap (spin up / spin down)	7.2 / 6.0	eV
lowest unoccupied orbital energy (spin up / spin down)	0.258 / -1.577	eV
HOMO energy (spin up / spin down)	-0.256 / -0.280	Ha
energy	-5291.01663	Eh
2S+1	6
energy above the lowest of the compared OMol25 structures with the same formula, charge and spin	4.7	kcal per mole

These are the Löwdin partial charges, in e, on atoms 1 to 4:
1 Ir 1.1171
2 Se 0.7903
3 S 0.6159
4 P 1.0704


# 4
A molecular structure, C25H17Cl3NO2PRuSe2. Source: the Open Molecules 2025 dataset; level of theory: wB97M-V/def2-TZVPD.

CARTESIAN COORDINATES (ANGSTROEM)
Ru -1.0952 -0.8867 -0.7072
Se 1.4011 -0.7740 -1.3924
Se -0.9724 1.8308 -1.3144
Cl -5.6283 0.8775 4.7857
Cl -0.4379 -3.4425 1.6578
Cl -1.4041 -4.2206 -3.6427
P 1.1126 1.3498 -1.1136
O -3.0921 -0.7149 -0.2470
O -0.5854 -0.2043 1.1515
N -1.1871 -2.5988 -1.1738
C 1.7599 1.9176 0.4971
C -0.3979 -6.6775 -0.6672
C -4.9940 -0.3869 1.0430
C 2.1638 2.2860 -2.2741
C 1.7367 3.2820 0.7782
C -1.3827 0.0828 2.0538
C -0.9080 -3.8874 -0.9950
C 3.8097 3.6234 -4.0708
C -2.8085 0.0374 2.0230
C 2.7050 1.4970 2.6671
C 2.4334 3.6558 -4.2324
C -0.5485 -4.4644 0.2576
C 2.2033 3.7502 1.9946
C 2.2416 1.0258 1.4444
C -3.5686 -0.3731 0.8816
C 4.3675 2.9199 -3.0093
C -0.9862 -4.8206 -2.0676
C 1.6096 2.9862 -3.3362
C -0.3061 -5.8121 0.4163
C -4.8244 0.3995 3.3068
C -5.5994 -0.0134 2.2042
C 3.5481 2.2547 -2.1134
C -3.4687 0.4204 3.2152
C 2.6891 2.8557 2.9421
C -0.7410 -6.1666 -1.9133
H 1.9959 4.2010 -5.0593
H -0.2061 -7.7344 -0.5424
H -0.0447 -6.1816 1.3991
H -0.9326 0.4155 2.9991
H 3.9814 1.7055 -1.2853
H 4.4508 4.1446 -4.7709
H 2.2329 -0.0340 1.2212
H -5.5747 -0.7081 0.1885
H 3.0754 0.7970 3.4057
H -2.8722 0.7340 4.0638
H -6.6782 -0.0318 2.2925
H 5.4423 2.8913 -2.8809
H 0.5326 2.9991 -3.4526
H 1.3393 3.9746 0.0448
H -0.8185 -6.8138 -2.7770
H 2.1820 4.8115 2.2081
H 3.0494 3.2209 3.8960

Forces on atoms 1 to 6 (eV/Å):
0.12 0.09 0.04
-0.09 -0.01 0.04
0.01 0.00 0.03
0.00 -0.01 -0.01
0.00 0.04 0.00
-0.01 0.00 -0.03

Kohn-Sham gap (spin up / spin down)	6.2 / 6.5	eV
lowest unoccupied orbital energy (spin up / spin down)	2.530 / 2.506	eV
HOMO energy (spin up / spin down)	-0.133 / -0.148	Ha
total charge	-1
energy	-7787.91481	Eh
2S+1	2
energy above the lowest of the compared OMol25 structures with the same formula, charge and spin	2.8	kcal per mole

These are the natural (NBO) partial charges, in e, on atoms 1 to 4:
1 Ru 0.7350
2 Se -0.3571
3 Se -0.4777
4 Cl -0.0458


Q: The highest 2S+1 belongs to which entry?
A: C39H32IrN3O5PSSe


Q: Which of these has the lowest 2S+1?
A: C25H17Cl3NO2PRuSe2


Q: What is the formula in the second record?
A: C36H29N3P2S2V


Q: Which value of energy does entry 1 give?
A: -5301.81071 Eh